C30H23F2NO | wB97M-V/def2-TZVPD

Last column: Löwdin charge in e.
Cartesian coordinates (Å):
C 0.821 -5.076 -4.436  -0.022
C 0.933 -3.821 -3.652  -0.185
C 1.891 -2.886 -4.000  -0.203
F 2.670 -3.170 -5.093  0.062
C 2.103 -1.703 -3.334  0.079
C 1.333 -1.361 -2.176  -0.149
C 1.519 -0.176 -1.402  0.133
C 2.417 0.912 -1.620  -0.148
C 3.409 0.926 -2.652  0.076
C 4.212 2.023 -2.845  -0.204
F 5.119 1.995 -3.873  0.060
C 4.179 3.164 -2.065  -0.182
C 5.135 4.261 -2.356  -0.021
C 3.220 3.166 -1.035  0.005
C 2.377 2.094 -0.800  0.041
C 0.309 -2.314 -1.828  0.029
C 0.128 -3.481 -2.550  -0.003
H -0.006 -5.668 -4.042  0.084
H 0.628 -4.887 -5.502  0.101
H 1.731 -5.691 -4.384  0.103
H 2.871 -1.058 -3.740  0.093
H 0.891 -0.088 -0.519  0.086
H 3.574 0.086 -3.313  0.091
H 4.956 5.085 -1.665  0.084
H 6.183 3.947 -2.248  0.102
H 5.026 4.645 -3.381  0.101
H 3.170 4.059 -0.411  0.127
H 1.656 2.121 0.026  0.111
H -0.328 -2.088 -0.965  0.128
H -0.650 -4.193 -2.274  0.125
C -3.816 -2.730 2.755  -0.115
C -4.187 -1.557 2.086  -0.098
C -3.220 -0.638 1.692  -0.047
C -1.855 -0.866 2.017  -0.224
C -0.825 0.142 1.925  -0.172
C -1.068 1.574 2.116  -0.345
O -0.329 2.420 1.593  0.008
C -2.220 1.997 3.002  -0.160
C -2.622 1.303 4.155  -0.029
C -3.787 1.682 4.830  -0.079
C -4.531 2.777 4.369  -0.093
C -4.015 3.585 3.346  -0.084
C -2.817 3.230 2.725  -0.032
C 0.534 -0.205 1.861  -0.275
N 1.669 -0.519 1.861  0.136
C -1.487 -2.145 2.509  -0.047
C -2.465 -3.003 2.996  -0.100
H -4.579 -3.448 3.073  0.094
H -5.245 -1.354 1.885  0.103
H -3.500 0.266 1.152  0.117
H -2.027 0.451 4.495  0.126
H -4.120 1.111 5.703  0.104
H -5.492 3.020 4.826  0.098
H -4.531 4.490 3.023  0.100
H -2.350 3.867 1.976  0.114
H -0.431 -2.387 2.608  0.101
H -2.157 -3.887 3.558  0.100

- DFT total energy: -1486.60385 hartree
- LUMO energy: -3.1 eV
- Gap between HOMO and LUMO: 3.100 eV
- Max |F|: 1.46 eV Å⁻¹



C15H11N2O2SSe4W | wB97M-V/def2-TZVPD

Last column: Löwdin charge in e.
Cartesian coordinates (Å):
W -0.034 0.559 0.434  0.558
Se -2.033 1.489 0.033  0.333
Se 1.169 2.623 -0.689  0.196
Se 0.844 0.728 -1.961  0.100
Se 2.068 -0.623 -0.506  0.185
O 1.563 -0.102 3.862  -0.212
S 0.455 0.501 3.211  0.673
O 0.746 1.545 2.148  -0.497
N -0.331 -0.434 2.187  -0.299
C -0.703 -1.780 2.254  -0.230
C -0.789 -2.569 3.364  0.022
C -1.219 -3.908 3.226  -0.036
C -1.561 -4.419 2.007  -0.007
C -1.480 -3.612 0.846  -0.131
C -1.819 -4.057 -0.450  0.036
C -1.714 -3.196 -1.506  -0.006
C -1.250 -1.892 -1.288  -0.139
N -0.907 -1.441 -0.097  -0.125
C -1.038 -2.287 0.978  -0.157
C -0.622 1.196 4.382  -0.292
C -0.285 1.088 5.727  -0.037
C -1.141 1.644 6.664  -0.044
C -2.299 2.287 6.250  -0.038
C -2.619 2.386 4.899  -0.043
C -1.778 1.840 3.949  -0.048
H -0.527 -2.179 4.339  0.123
H -1.279 -4.529 4.109  0.120
H -1.895 -5.443 1.911  0.125
H -2.163 -5.074 -0.592  0.134
H -1.976 -3.496 -2.510  0.122
H -1.166 -1.202 -2.116  0.083
H 0.627 0.588 6.021  0.120
H -0.900 1.579 7.715  0.119
H -2.962 2.721 6.987  0.119
H -3.522 2.893 4.590  0.119
H -2.006 1.913 2.894  0.054

- DFT total energy: -10909.07113 hartree
- LUMO energy (alpha / beta): -4.7 / -4.7 eV
- Gap between HOMO and LUMO (alpha / beta): 6.628 / 6.627 eV
- Max |F|: 1.16 eV Å⁻¹
- Charge: +1